No. 1
The following is a DFT calculation (the ωB97M-V functional and the def2-TZVPD basis) of C30H15Br4Cl3F12NO4SSiTaTe as an isolated structure.

Values from the calculation:
HOMO   -1.91 eV
Frontier orbital gap   5.55 eV
Charge   -2

Cartesian coordinates (Å):
Ta1 0.2189 -0.5377 -1.2846
C1 -1.8271 -1.0557 6.3977
C2 -1.3364 -0.4767 5.0950
C3 -0.8976 0.8385 4.9855
C4 -0.4464 1.3531 3.7904
C5 -0.3931 0.6003 2.5834
N1 0.1184 1.0859 1.4336
C6 0.3791 2.4018 1.2269
C7 -0.4646 3.4686 1.6078
C8 -0.1645 4.7847 1.3174
C9 0.9913 5.1300 0.6252
C10 1.3455 6.5637 0.3204
C11 1.8111 4.0929 0.1939
C12 1.5289 2.7611 0.4650
C13 2.3392 1.6106 -0.1411
O1 1.4706 0.8058 -0.8592
C14 3.3699 2.0756 -1.2004
F1 4.3241 2.8896 -0.7082
F2 3.9845 1.0230 -1.7477
F3 2.7583 2.7428 -2.1831
C15 3.0945 0.7573 0.9579
F4 2.8617 1.1741 2.2037
F5 4.4366 0.8342 0.8078
F6 2.7821 -0.5300 0.8710
C16 -0.8111 -0.7699 2.7206
C17 -1.2581 -1.2521 3.9471
C18 -0.6301 -1.7950 1.5953
O2 -0.2305 -1.2377 0.4122
C19 0.4563 -2.8472 1.9971
F7 -0.0399 -3.7864 2.8283
F8 1.4822 -2.2698 2.6216
F9 0.9443 -3.4887 0.9305
C20 -1.9508 -2.5575 1.2467
F10 -2.5456 -3.1806 2.2800
F11 -2.8379 -1.7005 0.7434
F12 -1.7095 -3.5024 0.3217
H1 -1.8264 -0.2964 7.1823
H2 -2.8474 -1.4395 6.3107
H3 -1.1962 -1.8827 6.7376
H4 -0.8979 1.4779 5.8655
H5 -0.0800 2.3700 3.7682
H6 -1.3874 3.2291 2.1212
H7 -0.8559 5.5651 1.6244
H8 0.5275 7.2322 0.5954
H9 2.2361 6.8844 0.8691
H10 1.5479 6.7059 -0.7440
H11 2.6880 4.3568 -0.3813
H12 -1.5405 -2.2934 4.0294
Br1 3.1135 -6.5715 -3.4370
C21 1.8747 -5.1974 -3.0534
C22 0.5146 -5.3950 -3.2560
Br2 -0.1294 -7.0379 -3.9282
C23 -0.3993 -4.3723 -2.9549
Br3 -2.2533 -4.5485 -3.2060
C24 0.0563 -3.1753 -2.4382
O3 -0.6960 -2.1372 -2.1134
C25 1.4409 -2.9657 -2.2567
O4 1.7530 -1.7668 -1.7963
C26 2.3408 -3.9708 -2.5550
Br4 4.1629 -3.6050 -2.2668
Te1 -1.9505 1.2313 -1.1708
C27 -3.1232 0.6896 -2.8439
C28 -3.2122 -0.5140 -3.4795
C29 -4.0894 -0.4914 -4.6023
C30 -4.6781 0.7191 -4.7901
S1 -4.1494 1.8461 -3.6059
H13 -2.6458 -1.3798 -3.1759
H14 -4.2532 -1.3456 -5.2466
H15 -5.3744 1.0092 -5.5620
Cl1 2.4225 0.3279 -4.5705
Si1 0.4117 0.1804 -3.9774
Cl2 -0.3942 1.9075 -4.8359
Cl3 -0.2646 -1.3524 -5.2586

Atomic forces in eV per Å
Ta 0.238 0.592 0.471
C 0.006 0.005 -0.054
C 0.008 0.007 0.032
C -0.018 0.007 0.006
C -0.014 0.000 0.001
C -0.051 -0.068 0.071
N 0.052 -0.053 -0.088
C 0.050 0.187 0.018
C -0.001 -0.008 0.046
C 0.011 -0.005 -0.001
C 0.023 -0.025 -0.008
C -0.024 -0.054 0.012
C -0.048 0.053 0.006
C 0.061 -0.071 -0.064
C -0.324 0.317 0.163
O 0.428 -0.393 -0.182
C -0.062 -0.087 -0.079
F 0.104 0.055 0.047
F 0.022 0.047 -0.022
F 0.002 -0.023 -0.064
C -0.051 -0.036 -0.085
F -0.109 0.034 0.026
F 0.140 0.003 0.006
F -0.059 -0.068 0.041
C 0.079 0.032 -0.042
C 0.008 0.052 0.015
C -0.298 0.089 0.149
O 0.305 -0.568 -0.087
C -0.039 0.147 -0.108
F 0.037 -0.066 0.068
F 0.072 0.011 0.011
F 0.043 -0.038 -0.030
C 0.074 0.124 -0.113
F -0.047 -0.016 0.023
F -0.012 -0.063 -0.001
F -0.071 0.025 0.033
H 0.003 -0.001 -0.003
H 0.002 -0.006 0.017
H -0.017 0.004 0.002
H 0.004 -0.012 -0.014
H 0.000 -0.014 0.006
H 0.005 0.000 -0.015
H 0.009 -0.011 -0.005
H 0.008 -0.002 0.001
H -0.008 0.018 -0.006
H 0.005 0.008 0.008
H -0.037 0.003 0.019
H 0.015 0.026 -0.003
Br 0.026 -0.014 -0.009
C -0.076 0.066 0.022
C 0.015 0.122 0.052
Br -0.016 -0.041 -0.024
C 0.091 -0.087 0.068
Br -0.077 0.018 -0.016
C 0.066 -0.003 -0.166
O -0.086 -0.234 -0.083
C -0.180 -0.237 -0.116
O -0.010 0.243 0.085
C -0.063 0.001 -0.030
Br 0.038 0.018 0.014
Te -0.373 -0.001 -0.142
C 0.029 0.100 0.061
C 0.010 0.069 -0.099
C 0.017 -0.063 0.006
C -0.025 0.060 0.028
S 0.090 -0.038 -0.040
H 0.025 -0.075 0.025
H -0.009 0.018 0.022
H 0.008 -0.008 0.032
Cl 0.162 -0.002 -0.045
Si -0.032 -0.098 0.252
Cl -0.102 0.080 -0.010
Cl -0.050 -0.052 -0.112


No. 2
The following is a DFT calculation (the ωB97M-V functional and the def2-TZVPD basis) of one molecule with the formula C10H12BrNSi.

Values from the calculation:
HOMO (spin up / spin down)   -8.41 / -8.41 eV
Frontier orbital gap (spin up / spin down)   8.13 / 8.13 eV
SMILES   C#C[C@@H]1C(C)=C=C([Si@@H](C)Br)N=C1C

Cartesian coordinates (Å):
C1 -1.3532 0.1823 2.5671
C2 -1.5046 -0.0809 1.3768
C3 -1.0188 -1.9441 -0.1755
C4 0.1854 -2.0409 0.2934
C5 -0.2529 0.2853 -0.7397
C6 -1.5140 -0.4956 0.0121
C7 1.2188 -1.1595 0.2360
C8 -1.8133 -2.9539 -0.8823
C9 -0.5302 1.6361 -1.3607
C10 2.7746 1.2896 1.4418
N1 0.9409 -0.1138 -0.7173
Si1 2.9638 -0.4729 0.9010
Br1 3.6442 -1.7505 2.5194
H1 -1.4780 0.6581 3.4727
H2 -2.4265 -0.2058 -0.4006
H3 -2.8726 -2.6018 -0.8817
H4 -1.9128 -4.0000 -0.3605
H5 -1.5696 -3.2831 -1.9395
H6 -1.3518 1.5367 -2.1141
H7 0.3519 2.0279 -1.9153
H8 -0.9000 2.3041 -0.4861
H9 2.3584 1.2290 2.4648
H10 3.7698 1.7944 1.6182
H11 2.2757 1.8747 0.7421
H12 3.7938 -0.3307 -0.2108

Atomic forces in eV per Å
C -0.779 -0.571 -4.104
C 0.715 0.823 3.756
C -1.561 0.167 0.417
C 3.823 1.213 0.312
C -0.764 1.133 -0.196
C 3.458 -0.673 -0.508
C -0.199 -1.144 0.548
C -2.319 -2.765 -0.596
C -1.183 0.192 0.281
C 2.053 -0.773 2.680
N -0.024 0.251 -0.249
Si -2.855 -0.031 0.046
Br 0.433 -0.389 0.482
H 0.111 0.387 1.538
H -1.524 0.018 -1.194
H 0.637 -0.283 -0.325
H 0.589 2.081 -0.488
H 0.176 0.953 1.033
H 0.394 0.250 0.702
H -0.548 -0.188 0.853
H 0.668 -0.750 -1.635
H -0.451 0.541 -0.591
H -0.713 -0.772 -0.365
H -1.332 0.950 -0.977
H 1.195 -0.619 -1.420


No. 3
The following is a DFT calculation (the ωB97M-V functional and the def2-TZVPD basis) of C21H45AlF as an isolated structure.

Values from the calculation:
HOMO   -4.26 eV
Frontier orbital gap   6.90 eV
Charge   -1

Cartesian coordinates (Å):
C1 5.5153 -1.3046 2.4519
C2 6.5549 -0.4805 1.6821
C3 5.9011 0.1364 0.4374
C4 5.2541 1.4907 0.7279
C5 5.2103 2.4117 -0.4899
C6 4.1127 1.9987 -1.4824
C7 2.9269 2.9799 -1.5357
C8 1.5626 2.3514 -1.1443
C9 0.4218 2.8282 -2.0485
C10 -0.9854 2.8102 -1.4088
C11 -1.1931 1.6015 -0.4953
C12 -2.6596 1.3179 -0.1521
C13 -2.7762 0.4021 1.0967
Al1 -4.0027 -1.2007 0.8512
C14 -2.8504 -2.8619 1.1351
C15 -1.6799 -2.8817 0.1404
C16 -1.9050 -3.8497 -1.0135
C17 -0.7492 -3.8012 -2.0370
C18 -1.2101 -3.7468 -3.5049
C19 -5.5020 -1.0442 2.2717
F1 -4.8672 -0.5989 3.4853
C20 -6.4866 0.0536 1.8281
C21 -6.2426 1.4073 2.4806
H1 5.1775 -2.1365 1.8456
H2 4.6830 -0.6611 2.7250
H3 5.9194 -1.7043 3.3777
H4 7.3748 -1.1366 1.4030
H5 6.8987 0.3122 2.3396
H6 5.1851 -0.5772 0.0466
H7 6.6830 0.3022 -0.3037
H8 5.8495 1.9919 1.4890
H9 4.2491 1.3862 1.1290
H10 5.0371 3.4142 -0.1098
H11 6.1861 2.4423 -0.9668
H12 4.5325 1.9449 -2.4836
H13 3.7560 0.9992 -1.2655
H14 3.0873 3.8131 -0.8616
H15 2.8154 3.4179 -2.5241
H16 1.6167 1.2698 -1.1588
H17 1.3742 2.6132 -0.1076
H18 0.6512 3.8376 -2.3846
H19 0.3949 2.1626 -2.9073
H20 -1.1274 3.7201 -0.8303
H21 -1.6993 2.7839 -2.2298
H22 -0.7889 0.7016 -0.9532
H23 -0.7012 1.8081 0.4462
H24 -3.1566 0.8686 -1.0112
H25 -3.1628 2.2612 0.0587
H26 -1.7816 0.0027 1.3039
H27 -3.0227 1.0122 1.9628
H28 -4.7062 -1.2109 -0.6154
H29 -3.4113 -3.7942 1.0802
H30 -2.4217 -2.7488 2.1318
H31 -1.5155 -1.8965 -0.3080
H32 -0.7449 -3.1451 0.6404
H33 -1.9608 -4.8618 -0.6183
H34 -2.8573 -3.5869 -1.4689
H35 -0.1566 -4.6994 -1.9025
H36 -0.1307 -2.9409 -1.8063
H37 -0.8186 -2.8756 -4.0208
H38 -0.8618 -4.6144 -4.0598
H39 -2.2935 -3.7507 -3.5701
H40 -6.0128 -1.9845 2.4671
H41 -7.5167 -0.2362 2.0663
H42 -6.4501 0.1981 0.7495
H43 -5.1915 1.6724 2.4874
H44 -6.7667 2.1815 1.9270
H45 -6.5637 1.4245 3.5155

Atomic forces in eV per Å
C 0.462 0.350 0.166
C -1.029 -0.465 0.050
C 0.601 0.282 0.461
C 0.384 0.126 -0.233
C -0.379 -0.404 0.311
C 0.210 0.876 -0.369
C -0.721 -0.687 0.135
C 0.297 0.575 -0.052
C -0.315 -0.140 0.599
C 0.784 -0.563 -0.214
C -0.899 0.531 -0.278
C 0.345 -0.181 0.587
C -0.256 -0.066 -0.734
Al 0.070 -0.274 0.753
C 0.068 0.778 -0.271
C -0.270 -0.311 0.035
C 0.623 0.303 0.050
C -0.746 -0.164 -0.171
C 0.236 -0.200 0.108
C 0.839 0.650 -1.289
F -0.265 -0.410 0.376
C -0.414 -0.199 0.525
C 0.196 0.084 -0.070
H -0.264 -0.123 -0.085
H -0.290 -0.097 -0.060
H 0.102 -0.110 0.139
H 0.270 0.074 -0.003
H 0.432 0.094 -0.005
H -0.135 -0.105 -0.341
H -0.029 -0.055 -0.248
H 0.082 0.022 0.238
H -0.188 -0.070 0.115
H -0.169 0.290 -0.173
H 0.234 -0.119 -0.061
H 0.147 -0.098 -0.157
H -0.069 -0.232 0.182
H 0.216 0.250 0.105
H 0.172 -0.035 -0.245
H 0.042 -0.268 -0.083
H -0.213 0.053 0.224
H -0.022 0.121 -0.239
H 0.102 0.056 -0.367
H -0.198 0.177 0.044
H -0.306 0.173 0.028
H 0.321 -0.166 0.058
H 0.419 -0.223 0.210
H -0.067 0.057 -0.210
H -0.154 0.215 -0.113
H 0.183 -0.179 0.094
H -0.111 0.016 0.221
H -0.031 0.028 -0.191
H 0.005 -0.228 0.150
H -0.207 -0.170 0.308
H 0.074 0.188 0.014
H 0.238 -0.033 -0.006
H -0.342 -0.156 0.076
H -0.157 -0.108 -0.165
H 0.386 -0.030 0.094
H 0.229 0.128 -0.002
H -0.091 0.201 -0.087
H 0.051 -0.145 -0.119
H -0.153 0.164 -0.071
H -0.162 -0.027 0.442
H -0.144 0.012 -0.103
H 0.078 -0.193 -0.185
H 0.238 -0.021 -0.111
H -0.210 0.183 0.010
H -0.131 -0.002 0.200


Q: Which formula does entry 3 have?
A: C21H45AlF


Copy entry 2 word for word.
The following is a DFT calculation (the ωB97M-V functional and the def2-TZVPD basis) of one molecule with the formula C10H12BrNSi.

Values from the calculation:
HOMO (spin up / spin down)   -8.41 / -8.41 eV
Frontier orbital gap (spin up / spin down)   8.13 / 8.13 eV
SMILES   C#C[C@@H]1C(C)=C=C([Si@@H](C)Br)N=C1C

Cartesian coordinates (Å):
C1 -1.3532 0.1823 2.5671
C2 -1.5046 -0.0809 1.3768
C3 -1.0188 -1.9441 -0.1755
C4 0.1854 -2.0409 0.2934
C5 -0.2529 0.2853 -0.7397
C6 -1.5140 -0.4956 0.0121
C7 1.2188 -1.1595 0.2360
C8 -1.8133 -2.9539 -0.8823
C9 -0.5302 1.6361 -1.3607
C10 2.7746 1.2896 1.4418
N1 0.9409 -0.1138 -0.7173
Si1 2.9638 -0.4729 0.9010
Br1 3.6442 -1.7505 2.5194
H1 -1.4780 0.6581 3.4727
H2 -2.4265 -0.2058 -0.4006
H3 -2.8726 -2.6018 -0.8817
H4 -1.9128 -4.0000 -0.3605
H5 -1.5696 -3.2831 -1.9395
H6 -1.3518 1.5367 -2.1141
H7 0.3519 2.0279 -1.9153
H8 -0.9000 2.3041 -0.4861
H9 2.3584 1.2290 2.4648
H10 3.7698 1.7944 1.6182
H11 2.2757 1.8747 0.7421
H12 3.7938 -0.3307 -0.2108

Atomic forces in eV per Å
C -0.779 -0.571 -4.104
C 0.715 0.823 3.756
C -1.561 0.167 0.417
C 3.823 1.213 0.312
C -0.764 1.133 -0.196
C 3.458 -0.673 -0.508
C -0.199 -1.144 0.548
C -2.319 -2.765 -0.596
C -1.183 0.192 0.281
C 2.053 -0.773 2.680
N -0.024 0.251 -0.249
Si -2.855 -0.031 0.046
Br 0.433 -0.389 0.482
H 0.111 0.387 1.538
H -1.524 0.018 -1.194
H 0.637 -0.283 -0.325
H 0.589 2.081 -0.488
H 0.176 0.953 1.033
H 0.394 0.250 0.702
H -0.548 -0.188 0.853
H 0.668 -0.750 -1.635
H -0.451 0.541 -0.591
H -0.713 -0.772 -0.365
H -1.332 0.950 -0.977
H 1.195 -0.619 -1.420